Molecular formula: C4H14N2O4
Method: DFT, ωB97M-V with the def2-TZVPD basis set

Positions of all 24 atoms, in Å:
1 O 2.1622 0.2660 -2.2562
2 O 0.9309 1.5278 3.7576
3 O -3.6327 -1.5635 1.2154
4 O -1.7148 1.5283 1.0130
5 N 0.2808 0.9768 -0.4147
6 N 1.4745 -1.9620 -2.4428
7 C -1.0396 1.6043 -0.2906
8 C 1.3914 -0.6399 -1.9680
9 C 0.7237 -1.2897 0.3523
10 C 0.2046 -0.4544 -0.8046
11 H 0.6138 0.9790 4.4159
12 H 1.0547 1.1271 0.1898
13 H 1.1766 -2.7838 -2.2164
14 H 0.8168 -2.5069 0.2585
15 H -3.7003 -0.8471 1.7497
16 H -1.2041 1.6227 1.7807
17 H -1.8489 1.2039 -0.9386
18 H -2.9057 -1.1860 0.5866
19 H -0.6942 -0.7643 -1.3301
20 H 0.0191 -0.8442 1.1178
21 H 2.0794 -2.0182 -3.4486
22 H -0.9832 2.7654 -0.3122
23 H 1.9037 -1.0748 0.3658
24 H 1.7394 1.8326 4.2097

Properties
energy above the lowest of the compared OMol25 structures with the same formula, charge and spin	370.0	kJ/mol
SMILES	C[C@@H](NCO)C(N)=O.O.O
molar mass	154.17	g/mol
Kohn-Sham gap	9.48	eV
E_tot	-15542.1347	eV